[1]
Density functional theory data (ωB97M-V with the def2-TZVPD basis set) for a structure of composition C63H73Ge2N4O3PRbS4Se.

Properties
Highest occupied orbital energy (eV): -4.403
Net charge: -1
E_tot (eV): -310292.53351
Relative energy (zero: lowest compared OMol25 entry of this formula, charge and spin) (kcal/mol): 3.18
Maximum force (eV/A): 0.63
LUMO energy (hartree): 0.027
2S+1: 1
HOMO-LUMO gap (eV): 5.138

Last column: Mulliken charge in e.
Atoms and positions in Å:
Rb: 0.485 -0.061 -0.338  0.65
C: 3.962 0.395 -5.893  -1.51
C: 4.864 0.139 -4.711  0.61
C: 5.044 1.100 -3.724  -0.95
C: 5.832 0.860 -2.605  1.11
C: 6.020 1.940 -1.573  -1.45
C: 6.437 -0.397 -2.458  0.41
C: 6.334 -1.345 -3.481  0.47
C: 7.072 -2.658 -3.436  -0.80
C: 5.539 -1.064 -4.588  -0.63
C: 7.235 -0.681 -1.220  0.01
C: 8.589 -0.356 -1.247  0.31
C: 9.384 -0.528 -0.127  -1.16
C: 8.812 -1.003 1.038  0.18
C: 7.457 -1.334 1.095  -0.64
C: 6.650 -1.211 -0.050  -0.47
Ge: 4.701 -1.656 -0.030  -0.77
S: 3.541 0.132 0.115  -0.36
S: 4.153 -3.203 1.527  -0.26
Ge: 2.869 -4.042 -0.151  0.06
S: 0.840 -3.374 -0.166  -0.28
S: 4.133 -3.019 -1.735  0.14
C: 2.992 -6.043 -0.265  -0.18
C: 3.053 -6.722 -1.499  -0.77
C: 3.070 -8.116 -1.534  0.56
C: 3.024 -8.863 -0.371  -1.24
C: 2.964 -8.208 0.846  0.36
C: 2.946 -6.816 0.910  -0.74
C: 2.929 -6.203 2.276  0.30
C: 1.730 -5.859 2.903  1.05
C: 0.385 -6.104 2.272  -1.71
C: 1.785 -5.262 4.165  -0.98
C: 2.984 -5.031 4.815  0.81
C: 3.031 -4.355 6.162  -1.79
C: 4.160 -5.443 4.198  -0.23
C: 4.152 -6.031 2.945  0.91
C: 5.444 -6.457 2.300  -1.62
C: 3.079 -6.031 -2.828  0.05
C: 4.289 -5.852 -3.502  1.18
C: 5.609 -6.262 -2.898  -1.58
C: 4.285 -5.245 -4.756  -0.44
C: 3.116 -4.790 -5.339  0.75
C: 3.133 -4.070 -6.664  -1.72
C: 1.918 -5.000 -4.665  -1.00
C: 1.874 -5.631 -3.429  1.35
C: 0.545 -5.874 -2.764  -1.60
C: 6.951 -1.743 2.446  0.23
C: 6.364 -0.798 3.287  1.22
C: 6.096 0.621 2.849  -1.89
C: 6.004 -1.177 4.582  -0.92
C: 6.231 -2.453 5.061  1.03
C: 5.883 -2.825 6.480  -1.71
C: 6.809 -3.385 4.201  -0.67
C: 7.161 -3.054 2.903  1.25
C: 7.722 -4.098 1.976  -1.92
H: 3.538 1.399 -5.854  0.35
H: 3.136 -0.320 -5.909  0.25
H: 4.504 0.291 -6.836  0.36
H: 4.551 2.064 -3.821  0.29
H: 5.623 2.890 -1.938  0.50
H: 7.075 2.073 -1.324  0.37
H: 5.484 1.669 -0.659  -0.04
H: 7.607 -2.794 -2.498  0.21
H: 7.795 -2.713 -4.256  0.53
H: 6.367 -3.480 -3.545  -0.67
H: 5.432 -1.821 -5.361  0.38
H: 9.011 0.037 -2.166  0.45
H: 10.437 -0.273 -0.156  0.35
H: 9.409 -1.109 1.938  0.52
H: 3.116 -8.610 -2.500  0.48
H: 3.042 -9.946 -0.413  0.34
H: 2.937 -8.772 1.773  0.47
H: 0.439 -6.839 1.470  0.27
H: 0.012 -5.178 1.830  0.03
H: -0.327 -6.457 3.023  0.55
H: 0.854 -4.968 4.641  0.32
H: 2.033 -4.061 6.489  0.39
H: 3.652 -3.457 6.121  0.25
H: 3.457 -5.015 6.922  0.36
H: 5.112 -5.285 4.696  0.40
H: 6.268 -6.381 3.010  0.45
H: 5.669 -5.810 1.448  0.00
H: 5.390 -7.483 1.933  0.47
H: 5.489 -6.673 -1.898  0.27
H: 6.269 -5.396 -2.824  0.10
H: 6.104 -7.012 -3.521  0.41
H: 5.230 -5.101 -5.273  0.17
H: 4.129 -4.084 -7.107  0.36
H: 2.835 -3.027 -6.537  0.23
H: 2.437 -4.527 -7.372  0.45
H: 0.988 -4.668 -5.118  0.41
H: -0.257 -5.880 -3.506  0.54
H: 0.336 -5.088 -2.030  -0.09
H: 0.533 -6.825 -2.230  0.28
H: 6.634 0.880 1.939  0.28
H: 6.379 1.323 3.638  0.66
H: 5.033 0.744 2.633  0.08
H: 5.541 -0.438 5.231  0.33
H: 5.376 -2.004 6.987  0.33
H: 6.782 -3.071 7.050  0.41
H: 5.228 -3.698 6.513  0.24
H: 6.975 -4.400 4.550  0.45
H: 7.759 -5.072 2.465  0.50
H: 8.727 -3.838 1.638  0.49
H: 7.091 -4.182 1.086  0.13
N: -3.039 -2.337 0.830  0.04
C: -3.829 -3.406 0.592  -0.58
C: -3.549 -3.817 -0.686  -0.79
C: -2.557 -2.920 -1.136  -0.22
N: -2.263 -2.019 -0.213  0.03
H: -2.965 -1.803 1.677  0.11
H: -4.492 -3.800 1.344  0.49
H: -3.970 -4.655 -1.214  0.44
H: -2.033 -2.913 -2.079  0.49
C: -0.612 7.030 0.502  -1.26
C: 0.147 5.852 1.073  -0.38
O: 0.571 5.009 0.009  -0.13
P: 0.612 3.380 0.242  -0.54
O: 0.448 2.893 -1.292  0.11
C: 1.529 2.865 -2.265  0.19
C: 1.857 4.243 -2.800  -1.25
O: 2.186 3.135 0.446  0.27
C: 2.752 3.106 1.776  0.00
C: 3.865 4.124 1.859  -1.12
H: -0.879 7.729 1.297  0.38
H: -1.525 6.697 0.007  0.23
H: 0.003 7.549 -0.234  0.29
H: -0.484 5.290 1.771  0.46
H: 1.024 6.198 1.628  0.25
H: 1.163 2.223 -3.066  0.32
H: 2.406 2.399 -1.814  0.18
H: 0.966 4.718 -3.215  0.34
H: 2.607 4.151 -3.588  0.42
H: 2.251 4.881 -2.009  0.21
H: 3.131 2.097 1.926  -0.05
H: 1.969 3.310 2.514  0.46
H: 4.607 3.916 1.087  0.08
H: 4.351 4.058 2.835  0.44
H: 3.489 5.140 1.719  0.30
Se: -2.764 3.771 0.084  0.40
N: -2.722 2.072 -0.408  -0.29
C: -3.971 1.751 -0.713  0.47
C: -4.387 0.470 -1.201  -0.58
C: -5.696 0.263 -1.464  -0.55
C: -6.679 1.297 -1.279  -0.44
C: -6.338 2.531 -0.847  -0.73
C: -4.960 2.803 -0.554  0.76
N: -4.504 3.968 -0.136  -0.79
H: -3.646 -0.300 -1.344  0.59
H: -6.015 -0.707 -1.825  0.42
H: -7.716 1.080 -1.504  0.37
H: -7.070 3.317 -0.718  0.42

[2]
Density functional theory data (ωB97M-V with the def2-TZVPD basis set) for a structure of composition C63H73N7OP2RbS2.

Properties
Highest occupied orbital energy (eV): -3.689
Net charge: -1
E_tot (eV): -119903.06164
Relative energy (zero: lowest compared OMol25 entry of this formula, charge and spin) (kcal/mol): 0.00
Maximum force (eV/A): 0.99
LUMO energy (hartree): 0.075
2S+1: 1
HOMO-LUMO gap (eV): 5.724

Last column: Mulliken charge in e.
Atoms and positions in Å:
Rb: -0.418 0.760 0.313  1.00
C: 4.201 -1.129 1.154  -2.00
N: 4.031 -2.561 1.099  0.69
C: 2.996 -3.177 0.291  -2.47
P: 1.813 -2.051 -0.594  2.16
C: 0.888 -3.334 -1.500  0.52
C: 0.154 -4.265 -0.764  -0.32
C: -0.664 -5.180 -1.402  -0.77
C: -0.791 -5.157 -2.785  -0.56
C: -0.093 -4.214 -3.521  -0.63
C: 0.746 -3.311 -2.884  -0.56
C: 2.886 -1.317 -1.880  0.22
C: 2.870 0.067 -2.022  -0.44
C: 3.677 0.699 -2.962  -0.75
C: 4.511 -0.060 -3.766  -0.69
C: 4.547 -1.444 -3.628  -0.88
C: 3.740 -2.066 -2.691  -0.18
C: 4.859 -3.412 1.823  1.32
C: 4.600 -4.796 1.862  -0.54
C: 5.394 -5.658 2.599  -0.74
C: 6.482 -5.201 3.321  -0.60
C: 6.764 -3.844 3.274  -0.83
C: 5.984 -2.966 2.543  -0.70
P: 2.728 -0.136 1.806  2.01
C: 2.042 -1.344 2.996  0.58
C: 0.720 -1.745 2.836  -0.17
C: 0.169 -2.718 3.662  -0.65
C: 0.942 -3.300 4.651  -0.65
C: 2.270 -2.915 4.817  -1.10
C: 2.813 -1.944 3.994  -0.35
C: 3.612 1.062 2.862  0.44
C: 3.284 1.307 4.193  -0.90
C: 3.896 2.338 4.892  -0.61
C: 4.841 3.143 4.272  -0.61
C: 5.164 2.919 2.941  -0.63
C: 4.549 1.894 2.241  -0.51
H: 4.478 -0.716 0.178  0.35
H: 5.010 -0.898 1.837  0.53
H: 2.336 -3.780 0.930  0.82
H: 3.448 -3.863 -0.438  1.02
H: 0.187 -4.251 0.319  0.25
H: -1.231 -5.891 -0.814  0.38
H: -1.449 -5.858 -3.282  0.38
H: -0.201 -4.170 -4.597  0.42
H: 1.282 -2.576 -3.472  0.09
H: 2.245 0.677 -1.381  0.59
H: 3.654 1.778 -3.036  0.36
H: 5.142 0.426 -4.500  0.40
H: 5.204 -2.035 -4.254  0.38
H: 3.765 -3.145 -2.595  0.41
H: 3.766 -5.212 1.323  0.44
H: 5.146 -6.713 2.603  0.37
H: 7.096 -5.878 3.898  0.39
H: 7.616 -3.448 3.813  0.38
H: 6.281 -1.929 2.536  0.45
H: 0.106 -1.323 2.051  -0.33
H: -0.865 -3.008 3.527  0.60
H: 0.513 -4.055 5.298  0.44
H: 2.882 -3.376 5.582  0.41
H: 3.849 -1.652 4.125  0.61
H: 2.548 0.688 4.689  0.45
H: 3.627 2.513 5.926  0.41
H: 5.313 3.949 4.819  0.37
H: 5.882 3.553 2.437  0.41
H: 4.778 1.767 1.187  0.38
N: 1.587 3.259 1.203  -0.21
N: 1.067 4.151 0.244  -0.09
C: 1.728 4.424 -0.883  0.53
N: 1.024 5.096 -1.821  -0.40
S: 3.345 3.983 -1.113  -0.48
H: 1.726 3.792 2.057  0.26
H: 2.519 3.009 0.866  -0.32
H: 0.040 4.188 0.233  -0.03
H: 0.008 5.054 -1.805  0.17
H: 1.450 5.125 -2.730  0.27
C: -6.607 -0.862 1.124  -1.10
C: -5.947 -2.207 0.869  -0.60
N: -4.779 -2.086 0.010  0.38
C: -5.015 -2.281 -1.414  -0.29
C: -4.771 -3.720 -1.839  -0.91
C: -3.570 -1.749 0.521  -0.40
S: -2.217 -1.655 -0.521  0.23
N: -3.571 -1.645 1.867  -0.11
C: -2.788 -0.805 2.532  -0.76
O: -2.084 0.118 2.087  -0.64
C: -2.808 -0.990 4.035  0.49
C: -3.590 -1.962 4.649  0.06
C: -3.544 -2.137 6.024  -0.74
C: -2.712 -1.341 6.800  -0.42
C: -1.930 -0.368 6.193  -0.71
C: -1.979 -0.195 4.819  -0.27
H: -7.493 -0.980 1.752  0.38
H: -6.914 -0.387 0.191  0.33
H: -5.910 -0.197 1.633  0.23
H: -6.640 -2.892 0.371  0.46
H: -5.645 -2.663 1.810  0.28
H: -4.363 -1.609 -1.968  -0.31
H: -6.048 -1.985 -1.616  0.51
H: -3.723 -3.974 -1.687  0.03
H: -5.011 -3.857 -2.896  0.42
H: -5.388 -4.411 -1.260  0.34
H: -4.223 -2.580 4.028  0.38
H: -4.157 -2.897 6.492  0.41
H: -2.675 -1.478 7.874  0.39
H: -1.275 0.253 6.792  0.40
H: -1.372 0.553 4.325  0.56
C: -2.419 4.918 2.360  -1.82
C: -2.451 4.886 0.854  0.71
C: -2.935 5.985 0.131  -0.87
C: -2.967 5.912 -1.255  0.50
C: -3.530 7.063 -2.052  -1.87
C: -2.502 4.794 -1.936  -0.43
C: -1.954 3.658 -1.254  -0.59
C: -1.979 3.782 0.182  -0.07
N: -1.383 2.564 -1.744  0.45
C: -1.444 2.195 -3.144  1.46
C: -0.729 0.835 -3.243  -0.90
C: -0.753 0.258 -4.657  1.20
C: -0.039 1.224 -5.604  -1.74
C: -0.734 2.586 -5.549  0.34
C: -2.192 2.425 -5.992  -1.51
C: -2.913 1.441 -5.066  0.51
C: -2.205 0.084 -5.105  -1.31
C: -2.889 1.985 -3.635  -1.24
C: -0.691 3.131 -4.117  -0.75
H: -3.200 5.567 2.757  0.47
H: -1.461 5.302 2.723  0.29
H: -2.554 3.920 2.777  0.20
H: -3.305 6.863 0.647  0.30
H: -3.795 7.899 -1.404  0.37
H: -4.427 6.759 -2.596  0.32
H: -2.812 7.425 -2.790  0.35
H: -2.588 4.792 -3.013  0.55
H: -1.686 2.907 0.752  -0.07
H: -1.208 0.141 -2.547  -0.72
H: 0.305 0.982 -2.914  -0.19
H: -0.245 -0.713 -4.664  0.10
H: -0.051 0.834 -6.628  0.62
H: 1.010 1.328 -5.307  0.35
H: -0.223 3.285 -6.220  0.29
H: -2.230 2.064 -7.027  0.55
H: -2.697 3.396 -5.969  0.55
H: -3.951 1.323 -5.395  0.26
H: -2.241 -0.333 -6.119  0.60
H: -2.714 -0.620 -4.439  0.21
H: -3.372 1.284 -2.947  0.15
H: -3.449 2.921 -3.580  0.69
H: -1.106 4.140 -4.099  0.72
H: 0.347 3.203 -3.774  -0.03

[3]
Density functional theory data (ωB97M-V with the def2-TZVPD basis set) for a structure of composition C63H73N7OP2RbS2.

Properties
Highest occupied orbital energy (eV): -3.111
Net charge: -1
E_tot (eV): -119901.97222
Relative energy (zero: lowest compared OMol25 entry of this formula, charge and spin) (kcal/mol): 25.12
Maximum force (eV/A): 1.45
LUMO energy (hartree): 0.066
2S+1: 1
HOMO-LUMO gap (eV): 4.902

Last column: Mulliken charge in e.
Atoms and positions in Å:
Rb: -0.718 0.430 0.448  0.85
C: 2.397 1.794 -0.755  0.53
N: 3.382 0.776 -1.090  1.39
C: 2.901 -0.590 -1.051  -1.03
P: 3.016 -1.579 0.545  0.93
C: 4.754 -2.232 0.479  0.57
C: 5.205 -2.898 -0.664  -0.59
C: 6.465 -3.479 -0.723  -0.69
C: 7.308 -3.417 0.378  -0.55
C: 6.875 -2.770 1.523  -0.71
C: 5.613 -2.184 1.574  -0.55
C: 3.099 -0.374 1.904  -0.04
C: 2.256 -0.621 2.987  -0.55
C: 2.297 0.190 4.118  -0.58
C: 3.176 1.258 4.163  -0.59
C: 4.021 1.517 3.085  -0.85
C: 3.990 0.702 1.966  0.26
C: 4.701 1.091 -1.389  0.48
C: 5.565 0.155 -1.976  -0.44
C: 6.881 0.480 -2.266  -0.85
C: 7.386 1.746 -2.003  -0.85
C: 6.537 2.679 -1.425  -0.95
C: 5.225 2.361 -1.111  -0.38
P: 1.501 2.668 -2.165  0.91
C: 1.403 1.327 -3.402  -0.49
C: 2.507 0.714 -4.004  0.05
C: 2.330 -0.318 -4.914  -0.90
C: 1.049 -0.766 -5.227  -0.72
C: -0.053 -0.179 -4.627  -0.55
C: 0.124 0.864 -3.721  0.29
C: 2.778 3.844 -2.770  0.62
C: 3.233 3.914 -4.084  -0.30
C: 4.114 4.917 -4.479  -0.68
C: 4.547 5.873 -3.572  -0.52
C: 4.070 5.836 -2.267  -0.64
C: 3.186 4.842 -1.880  -0.70
H: 2.789 2.564 -0.088  1.00
H: 1.610 1.314 -0.167  -1.94
H: 3.381 -1.206 -1.807  0.62
H: 1.853 -0.595 -1.348  -0.09
H: 4.573 -2.946 -1.541  0.41
H: 6.788 -3.973 -1.631  0.40
H: 8.295 -3.862 0.338  0.38
H: 7.523 -2.709 2.388  0.42
H: 5.303 -1.674 2.479  0.35
H: 1.537 -1.431 2.934  0.38
H: 1.617 0.003 4.942  0.46
H: 3.193 1.906 5.031  0.36
H: 4.702 2.360 3.116  0.47
H: 4.672 0.897 1.148  0.42
H: 5.222 -0.841 -2.205  0.47
H: 7.517 -0.276 -2.712  0.44
H: 8.411 1.997 -2.239  0.38
H: 6.894 3.678 -1.207  0.46
H: 4.604 3.118 -0.659  0.56
H: 3.510 1.048 -3.765  0.44
H: 3.195 -0.780 -5.375  0.48
H: 0.915 -1.589 -5.919  0.37
H: -1.051 -0.541 -4.839  0.54
H: -0.746 1.302 -3.239  -0.13
H: 2.915 3.174 -4.808  0.46
H: 4.467 4.944 -5.503  0.41
H: 5.237 6.649 -3.881  0.40
H: 4.380 6.588 -1.551  0.40
H: 2.802 4.843 -0.862  0.44
N: -0.560 -3.505 0.590  -0.32
N: 0.486 -4.174 -0.051  -0.17
C: 0.743 -3.980 -1.357  0.36
N: 1.891 -4.570 -1.781  -0.41
S: -0.248 -3.111 -2.383  -0.27
H: -1.356 -4.134 0.616  0.29
H: -0.847 -2.737 -0.020  -0.34
H: 1.272 -4.338 0.560  0.32
H: 2.589 -4.879 -1.124  0.22
H: 2.184 -4.335 -2.713  0.23
C: -0.075 6.091 3.364  -0.75
C: 0.837 5.108 4.083  -1.00
N: 0.125 3.925 4.545  0.54
C: -0.427 4.026 5.895  -0.80
C: 0.543 3.537 6.963  -1.09
C: 0.031 2.778 3.814  -0.21
S: 0.685 2.759 2.229  -0.01
N: -0.554 1.778 4.514  0.05
C: -0.877 0.583 3.996  -1.67
O: -0.774 0.187 2.827  0.29
C: -1.424 -0.399 5.016  0.75
C: -1.521 -0.073 6.366  -0.07
C: -1.997 -1.001 7.282  -0.72
C: -2.389 -2.264 6.856  -0.29
C: -2.299 -2.595 5.509  -0.77
C: -1.817 -1.666 4.595  -0.68
H: 0.472 6.997 3.085  0.43
H: -0.919 6.386 3.994  0.33
H: -0.464 5.628 2.456  -0.10
H: 1.288 5.573 4.963  0.47
H: 1.639 4.796 3.418  0.30
H: -1.355 3.465 5.944  0.50
H: -0.665 5.080 6.060  0.46
H: 0.770 2.483 6.791  0.11
H: 0.110 3.646 7.962  0.35
H: 1.478 4.103 6.936  0.44
H: -1.215 0.917 6.679  0.33
H: -2.066 -0.737 8.331  0.39
H: -2.766 -2.986 7.569  0.37
H: -2.608 -3.576 5.169  0.40
H: -1.738 -1.904 3.543  0.79
C: -4.239 -3.538 -0.085  -1.30
C: -4.690 -2.138 -0.434  0.56
C: -6.038 -1.881 -0.734  -0.84
C: -6.420 -0.583 -1.059  0.20
C: -7.868 -0.281 -1.369  -1.72
C: -5.493 0.455 -1.097  -0.58
C: -4.113 0.248 -0.795  -0.07
C: -3.777 -1.113 -0.476  0.45
N: -3.104 1.123 -0.757  0.31
C: -3.224 2.534 -1.026  1.99
C: -3.603 2.861 -2.485  -0.92
C: -3.512 4.366 -2.766  0.59
C: -2.075 4.844 -2.525  -1.68
C: -1.679 4.572 -1.071  1.16
C: -2.632 5.321 -0.130  -1.55
C: -4.069 4.832 -0.361  0.62
C: -4.463 5.109 -1.818  -1.70
C: -4.160 3.322 -0.084  -1.25
C: -1.806 3.080 -0.782  -0.95
H: -5.086 -4.222 -0.008  0.31
H: -3.714 -3.550 0.875  0.15
H: -3.558 -3.931 -0.847  0.26
H: -6.772 -2.680 -0.705  0.17
H: -8.476 -1.188 -1.341  0.36
H: -7.974 0.166 -2.360  0.33
H: -8.287 0.427 -0.649  0.32
H: -5.847 1.446 -1.353  0.57
H: -2.730 -1.310 -0.254  -0.70
H: -4.614 2.502 -2.698  0.66
H: -2.926 2.304 -3.145  0.14
H: -3.798 4.570 -3.802  0.35
H: -1.988 5.914 -2.749  0.57
H: -1.390 4.313 -3.198  0.32
H: -0.647 4.893 -0.897  0.54
H: -2.571 6.401 -0.306  0.53
H: -2.339 5.139 0.910  0.17
H: -4.749 5.368 0.307  0.34
H: -4.430 6.187 -2.017  0.52
H: -5.492 4.776 -1.995  0.54
H: -5.194 2.986 -0.194  0.60
H: -3.862 3.104 0.948  0.32
H: -1.526 2.889 0.261  -0.37
H: -1.126 2.507 -1.419  -1.30